# C20H22N2O3

C20H22N2O3 in the gas phase (ωB97M-V/def2-TZVPD, OMol25).

Each line ends with the natural charge from an NBO analysis.
CARTESIAN COORDINATES (ANGSTROEM)
C  5.4771  1.4470  -0.0415  -0.23
H  6.1933  0.5634  0.1175  0.15
O  4.4549  1.1841  -0.9052  -0.50
C  3.4261  0.2151  -0.3498  0.29
C  2.3020  -0.2189  -1.2770  -0.25
C  1.2426  -0.9920  -0.5939  -0.09
C  1.3601  -1.6083  0.8058  0.11
C  2.5160  -1.1642  1.3194  -0.21
C  3.4399  -0.2898  0.8590  -0.33
H  4.3819  -0.1266  1.5659  0.23
H  2.5858  -1.4234  2.4428  0.19
N  0.2732  -2.2076  0.7507  -0.45
C  -0.4300  -2.4455  -0.3524  0.14
C  0.0970  -1.3323  -1.1435  -0.05
C  -0.5409  -1.1060  -2.6331  -0.35
H  0.0865  -1.3830  -3.1878  0.18
H  -1.4100  -1.8305  -2.5787  0.21
C  -0.8941  0.3501  -2.5588  -0.23
N  -1.4183  1.0408  -1.5306  -0.47
C  -1.0089  2.0116  -0.6129  0.71
O  0.0006  2.5252  -1.0876  -0.61
C  -2.0233  2.3528  0.5923  -0.28
C  -1.1314  2.1819  1.8073  -0.46
C  -1.0320  0.6642  2.2422  -0.14
C  -2.0117  -0.0225  1.6967  -0.18
C  -3.2299  0.3815  1.4444  -0.54
H  -3.7823  0.7440  2.2543  0.23
H  -3.9546  -0.2769  1.1174  0.24
C  -3.1560  1.2568  0.3675  -0.28
C  -2.6790  0.4293  -0.8994  0.74
O  -3.3492  -0.3206  -1.4947  -0.58
H  -4.0402  1.7961  -0.0918  0.25
H  -1.9258  -1.2041  2.1898  0.20
H  -0.0253  0.1386  2.3761  0.23
H  -1.7110  2.4890  2.5645  0.21
H  -0.1143  2.7596  1.6929  0.26
H  -2.1896  3.3101  0.1937  0.25
H  -1.5014  0.5824  -3.2448  0.20
H  0.0371  1.0379  -2.7320  0.23
C  -1.8086  -2.9560  -0.1940  -0.64
H  -1.4852  -4.0106  -0.8010  0.23
H  -2.0778  -3.3943  0.9384  0.22
H  -2.6266  -2.5332  -0.6245  0.24
H  0.1744  -3.0011  1.7030  0.35
H  2.1138  0.4701  -2.1733  0.24
H  5.3096  1.9062  0.7844  0.16
H  6.0855  2.0102  -0.7174  0.20

Forces on atoms 1 to 6 (eV/Å):
C 4.202 -3.906 -5.540
H -1.237 0.590 0.244
O -4.598 -3.273 1.043
C -1.327 1.836 -7.436
C 0.893 2.315 3.516
C 6.216 3.201 -0.608

For the frontier orbital gap, the calculation gives 7.737 eV. The electronic energy is -30205.393 eV. The total charge is 0. For the HOMO energy, the calculation gives -7.3 eV. Its lowest unoccupied orbital energy is 0.42 eV. The max |F| comes out at 16.1 eV Å⁻¹. As for the SMILES: COc1ccc2[nH]c(C)c(CCN3C(=O)[C@H]4CC=CC[C@H]4C3=O)c2c1. The value obtained for the energy above the lowest of the compared OMol25 structures with the same formula, charge and spin is 376.4 kcal/mol.

# C20H22F3P

4 unconnected molecules or ions with the total composition C20H22F3P (ωB97M-V/def2-TZVPD, OMol25).

Each line ends with the natural charge from an NBO analysis.
CARTESIAN COORDINATES (ANGSTROEM)
C  0.3888  2.8140  -0.4485  -0.61
C  1.6314  2.0398  -0.9157  -0.69
P  2.8853  3.0027  -1.8634  0.28
H  -0.1571  3.2090  -1.3099  0.21
H  0.6674  3.6632  0.1785  0.21
H  -0.2957  2.1746  0.1147  0.21
H  2.1482  1.5748  -0.0705  0.22
H  1.3287  1.2328  -1.5920  0.22
H  1.9898  3.7707  -2.6353  -0.03
H  3.1800  4.0070  -0.9183  -0.03
F  2.2309  -3.7698  -1.0430  -0.33
C  2.8944  -3.0056  -1.9405  0.40
C  3.5194  -3.6239  -3.0031  -0.29
C  4.1880  -2.8307  -3.9248  -0.19
C  4.2200  -1.4515  -3.7740  -0.23
C  3.5846  -0.8577  -2.6921  -0.18
C  2.9128  -1.6378  -1.7616  -0.29
H  3.4783  -4.7000  -3.1003  0.23
H  4.6839  -3.2959  -4.7663  0.22
H  4.7409  -0.8389  -4.4971  0.22
H  3.6098  0.2172  -2.5699  0.23
H  2.4069  -1.1970  -0.9128  0.22
F  -3.6408  -1.6143  1.6237  -0.33
C  -2.6878  -2.4790  1.2090  0.40
C  -1.3910  -2.0261  1.0780  -0.29
C  -0.4191  -2.9183  0.6470  -0.19
C  -0.7507  -4.2355  0.3620  -0.23
C  -2.0636  -4.6611  0.5095  -0.19
C  -3.0488  -3.7812  0.9342  -0.29
H  -1.1572  -0.9951  1.3085  0.23
H  0.6023  -2.5842  0.5363  0.22
H  0.0095  -4.9257  0.0246  0.22
H  -2.3270  -5.6876  0.2911  0.22
H  -4.0777  -4.0916  1.0541  0.23
F  -2.2220  4.3336  0.4536  -0.33
C  -2.5859  3.8098  1.6431  0.40
C  -2.2818  4.5090  2.7935  -0.29
C  -2.6541  3.9644  4.0140  -0.19
C  -3.3164  2.7458  4.0669  -0.23
C  -3.6083  2.0654  2.8928  -0.19
C  -3.2411  2.5954  1.6640  -0.29
H  -1.7657  5.4568  2.7257  0.23
H  -2.4255  4.4978  4.9272  0.22
H  -3.6044  2.3267  5.0214  0.22
H  -4.1214  1.1144  2.9299  0.22
H  -3.4579  2.0839  0.7359  0.23

Forces on atoms 1 to 6 (eV/Å):
C 0.239 -0.081 -0.172
C -0.419 0.143 0.050
P 0.311 -0.264 -0.138
H 0.046 -0.028 0.103
H -0.028 -0.061 0.015
H 0.053 0.030 0.003

For the frontier orbital gap, the calculation gives 10.045 eV. The electronic energy is -38537.449 eV. The total charge is 0. For the HOMO energy, the calculation gives -9.3 eV. Its lowest unoccupied orbital energy is 0.79 eV. The max |F| comes out at 0.4 eV Å⁻¹. As for the SMILES: Fc1ccccc1.Fc1ccccc1.Fc1ccccc1.CCP.

- frontier orbital gap of number 2 (C20H22F3P)?
  10.045 eV